*one*
Below is 2 unconnected molecules or ions with the total composition C6H12N2O2, with properties calculated with ωB97M-V with the def2-TZVPD basis set.

The geometry in XYZ format:
```
22
C6H12N2O2 (ωB97M-V with the def2-TZVPD basis set)
H -1.50 -0.38 3.13
C -0.36 -0.40 -3.59
O 1.19 -1.28 3.23
N -0.02 0.69 -1.47
H 0.67 0.73 3.36
C 1.30 0.00 3.91
H 2.34 0.26 3.82
H 0.50 -0.50 -4.21
H -1.22 -0.31 -4.30
C 0.05 2.16 -3.27
H -0.41 -1.45 -3.19
C -0.09 0.79 -2.72
H 0.41 2.00 -4.24
C 0.11 -1.85 2.68
H -0.97 -0.36 1.48
O 0.15 -2.98 2.29
N 0.09 0.50 -0.34
H -1.84 -1.77 1.88
C -1.13 -1.02 2.32
H -0.94 2.60 -3.36
H 0.65 2.60 -2.52
H 1.03 -0.02 5.12
```

Calculated values
charge	0
frontier orbital gap	8.844	eV
HOMO level	-8.0	eV

=====

*two*
Below is 2 unconnected molecules or ions with the total composition C6H12N2O2, with properties calculated with ωB97M-V with the def2-TZVPD basis set.

The geometry in XYZ format:
```
22
C6H12N2O2 (ωB97M-V with the def2-TZVPD basis set)
H -0.48 -0.13 2.61
C -1.00 -2.65 -0.39
H 1.74 -1.90 -1.82
C -0.22 -0.75 -2.11
H -0.47 0.30 -2.23
C -0.28 -1.38 -0.75
N 0.30 3.74 1.69
H 1.30 3.94 1.69
H -0.07 4.09 2.57
O -1.80 0.91 0.35
C 1.06 -1.16 -1.42
H -0.52 -1.40 -2.93
C 1.41 -0.16 -0.31
O -0.43 0.71 2.13
H 2.20 -0.51 0.36
H 1.60 0.88 -0.62
H -0.80 -2.91 0.66
H -2.08 -2.54 -0.52
H -0.65 -3.46 -1.03
N 0.07 -0.38 0.26
H -0.11 4.29 0.94
C -0.77 0.49 0.85
```

Calculated values
charge	0
frontier orbital gap	9.520	eV
structure (SMILES)	C[C@]12C[C@H]1CN2C(=O)O.N
HOMO level	-8.8	eV

=====

*three*
Below is 3 unconnected molecules or ions with the total composition C6H12N2O2, with properties calculated with ωB97M-V with the def2-TZVPD basis set.

The geometry in XYZ format:
```
22
C6H12N2O2 (ωB97M-V with the def2-TZVPD basis set)
H 1.79 -1.87 -2.39
H 3.90 -3.28 -3.49
H 3.75 1.31 -1.09
H 0.52 -0.91 -1.45
C 2.81 -1.83 0.10
H 5.90 -2.28 -1.44
C 3.82 -1.87 -1.01
C 3.62 -0.60 -0.22
H 3.05 -2.36 1.02
C 3.90 -2.18 -3.51
C 5.07 -2.70 -0.86
N 3.28 -1.62 -2.33
O 2.73 0.83 -3.32
N 3.24 0.44 -1.13
H 3.36 -1.83 -4.40
H 4.93 -1.82 -3.62
H 5.38 -2.73 0.19
O 0.83 -0.92 -2.36
C 2.70 0.11 -2.33
H 4.39 -0.30 0.50
H 1.75 -1.90 -0.16
H 4.89 -3.74 -1.18
```

Calculated values
charge	0
frontier orbital gap	9.295	eV
HOMO level	-8.6	eV

=====

Which structure is the least stable? The one labeled *three*.

=====

*one*
Below is a single BrH2NOS molecule, with properties calculated with ωB97M-V with the def2-TZVPD basis set.

The geometry in XYZ format:
```
6
BrH2NOS (ωB97M-V with the def2-TZVPD basis set)
H 0.60 -0.29 -1.11
Br 0.20 0.52 2.42
N -0.06 0.61 -0.54
S -0.73 -0.34 0.59
H -0.53 1.29 -1.04
O 0.53 -1.78 -0.33
```

Calculated values
charge	0
frontier orbital gap	8.525	eV
HOMO level	-10.2	eV

=====

*two*
Below is a single BrH2NOS molecule, with properties calculated with ωB97M-V with the def2-TZVPD basis set.

The geometry in XYZ format:
```
6
BrH2NOS (ωB97M-V with the def2-TZVPD basis set)
Br 1.91 0.53 1.17
N -0.23 0.07 -0.78
S -0.32 0.49 0.80
H 0.35 0.36 -1.52
O -1.00 -0.73 1.40
H -0.70 -0.71 -1.08
```

Calculated values
charge	0
frontier orbital gap	9.761	eV
HOMO level	-10.0	eV

=====

Which structure is the least stable? The one labeled *one*.

=====

*one*
Below is a single C4H5NS3 molecule, with properties calculated with ωB97M-V with the def2-TZVPD basis set.

The geometry in XYZ format:
```
13
C4H5NS3 (ωB97M-V with the def2-TZVPD basis set)
H 2.27 0.04 2.04
H 0.90 0.30 3.17
C 0.46 -0.08 -0.52
H -2.37 1.05 -0.96
S 1.95 0.47 -0.95
C 1.23 0.48 2.11
C -0.59 -0.38 -1.47
N -2.26 -2.40 -1.02
C -1.45 -1.53 -1.11
S -1.40 1.13 -1.99
S -0.16 -0.01 1.10
H -0.02 -0.61 -2.43
H 1.44 1.54 2.03
```

Calculated values
charge	0
frontier orbital gap	8.341	eV
structure (SMILES)	CSC(=S)[C@H](S)C#N
HOMO level	-9.2	eV

=====

*two*
Below is a single C4H5NS3 molecule, with properties calculated with ωB97M-V with the def2-TZVPD basis set.

The geometry in XYZ format:
```
13
C4H5NS3 (ωB97M-V with the def2-TZVPD basis set)
H -0.07 2.47 0.31
S 2.29 -1.63 -0.04
H 1.93 1.14 -0.12
H 0.08 1.12 1.47
C 0.91 -0.73 -0.20
C 0.95 0.77 -0.45
H -0.25 -2.29 0.26
H 0.82 0.99 -1.49
S -1.76 0.88 -0.17
C -0.09 1.40 0.42
C -1.60 -0.88 -0.06
N -0.31 -1.28 0.16
S -2.90 -1.95 -0.08
```

Calculated values
charge	0
frontier orbital gap	8.003	eV
structure (SMILES)	S=C1CCSC(=S)N1
HOMO level	-9.0	eV

=====

Which structure is the least stable? The one labeled *one*.

=====

*one*
Below is 4 unconnected molecules or ions with the total composition C3H14NO3S, with properties calculated with ωB97M-V with the def2-TZVPD basis set.

The geometry in XYZ format:
```
22
C3H14NO3S (ωB97M-V with the def2-TZVPD basis set)
H -0.84 -1.05 2.51
H 1.31 0.66 2.86
H -0.19 2.13 1.41
O -2.05 -1.32 -2.62
H -2.15 -1.91 -0.40
H -0.74 -0.03 3.74
H -2.72 -0.64 -2.67
H -0.30 0.78 0.28
S 2.52 0.26 -0.59
C 1.64 1.69 0.23
H 1.19 -0.53 1.63
C 0.38 1.29 0.98
C 0.61 0.27 2.11
H -1.27 -1.00 -3.10
H 1.57 -0.89 -4.27
N -0.67 -0.07 2.74
H 1.32 2.29 -0.62
O -2.35 -1.95 0.54
O 0.88 -0.58 -3.69
H -1.71 -1.28 0.83
H 1.20 -0.22 -2.85
H 2.37 2.10 0.93
```

Calculated values
charge	-1
frontier orbital gap	6.375	eV
HOMO level	-2.9	eV

=====

*two*
Below is 4 unconnected molecules or ions with the total composition C3H14NO3S, with properties calculated with ωB97M-V with the def2-TZVPD basis set.

The geometry in XYZ format:
```
22
C3H14NO3S (ωB97M-V with the def2-TZVPD basis set)
H -1.85 0.68 0.32
H -0.58 -1.03 2.94
H -2.64 -0.25 -2.31
O -2.39 0.23 -3.11
C 2.10 0.71 -0.10
H -1.68 2.12 0.02
H 1.95 1.77 0.14
O -2.11 1.34 -0.33
N 0.94 -0.14 0.24
H -0.31 -1.74 -1.96
H 2.07 -0.97 1.76
H -0.86 -1.38 -3.34
H 2.31 0.56 -1.16
H 2.93 0.35 0.51
H 0.60 -1.87 1.30
S -0.53 1.38 2.53
H 0.13 0.46 0.35
H -1.98 0.99 -2.67
O -0.11 -1.79 -2.91
C 0.21 -0.31 2.67
C 1.03 -0.89 1.50
H 0.77 -0.23 3.60
```

Calculated values
charge	-1
frontier orbital gap	6.703	eV
HOMO level	-3.1	eV

=====

Which structure is the least stable? The one labeled *two*.

=====

*one*
Below is 12 unconnected molecules or ions with the total composition C6H37N2O11, with properties calculated with ωB97M-V with the def2-TZVPD basis set.

The geometry in XYZ format:
```
56
C6H37N2O11 (ωB97M-V with the def2-TZVPD basis set)
H -0.36 2.86 2.98
O 2.95 -2.81 0.44
H 2.16 1.57 0.49
H -2.45 2.14 1.12
H 1.28 3.88 -0.06
H -0.46 0.60 1.69
O -1.56 2.59 -3.09
O -2.12 -3.05 -1.60
H -0.83 4.26 -1.36
N 1.99 0.55 0.40
H -2.27 -2.03 1.18
H 3.25 -2.43 -2.74
H 2.05 1.29 -2.22
C 2.26 -0.55 -2.84
H -0.93 0.19 -1.33
H 0.31 2.10 4.22
H 2.48 -1.33 3.40
H 1.69 0.10 1.30
H 3.65 -3.14 -0.13
H 2.78 3.59 -0.30
O 2.04 3.38 0.29
O -0.67 -1.44 2.80
H 2.05 -2.12 -1.44
C -2.27 1.00 1.10
H -3.51 -2.17 1.97
O -0.37 4.49 -0.54
H 0.78 -2.91 0.53
H -2.38 -3.27 -0.70
N -1.01 0.36 0.83
H 2.74 -0.11 0.24
O 2.06 -1.33 2.53
C 1.41 0.40 -2.13
O -3.06 -2.63 1.23
H -0.40 1.81 -0.62
H -3.12 0.43 -1.83
H -1.13 -1.51 1.92
H -1.18 -2.06 3.33
H -3.20 -1.03 -1.32
H -3.00 0.62 0.35
H -1.92 1.87 -3.62
O -0.16 -3.02 0.35
H 1.11 -0.97 -0.63
H -0.48 -3.74 0.91
O -3.73 -0.30 -1.69
H -1.81 3.38 -3.57
H -1.17 -2.90 -1.50
H 1.11 -1.39 2.76
H -1.03 4.96 -0.03
C 2.50 -1.78 -2.35
H 3.21 -2.76 1.36
H 0.53 0.77 -2.72
C -0.44 0.72 -0.46
H -2.66 0.90 2.10
C 0.94 0.16 -0.70
O -0.31 2.05 3.50
H 2.65 -0.25 -3.80
```

Calculated values
charge	+1
frontier orbital gap	9.636	eV
HOMO level	-12.2	eV

=====

*two*
Below is 12 unconnected molecules or ions with the total composition C6H37N2O11, with properties calculated with ωB97M-V with the def2-TZVPD basis set.

The geometry in XYZ format:
```
56
C6H37N2O11 (ωB97M-V with the def2-TZVPD basis set)
N -1.75 0.82 -1.70
H 1.64 -4.24 1.82
H 0.85 2.05 -2.31
O -0.39 2.81 -0.79
H 1.05 -2.26 -0.06
O 2.80 -0.03 3.79
H 0.47 -0.56 -3.62
H 0.78 -2.24 -3.20
H -1.74 1.67 -1.07
O 1.85 2.40 0.55
H -0.89 2.20 -3.55
C -2.05 -0.41 -0.86
H 0.88 0.22 3.41
N 0.28 -0.95 -1.57
H -1.10 -2.31 -0.62
H 1.84 1.54 0.99
H 2.42 0.25 -2.64
H 0.46 -5.24 2.10
C 1.26 -1.28 -0.49
C 0.92 -1.22 -2.87
H -0.38 -2.45 4.37
H -3.65 3.04 0.56
H 0.55 -2.85 3.17
H -3.09 -0.73 -0.92
H 3.07 -1.09 -3.39
O -3.14 -0.84 2.44
H -1.21 0.94 2.67
H -2.57 2.34 1.24
H 2.76 2.55 0.27
H 3.30 -0.55 -0.64
H -2.28 0.91 -2.57
C 2.63 -1.24 -1.14
H 2.54 -0.89 4.16
O 0.47 -2.27 3.95
H -0.93 3.55 -0.46
O 0.87 2.68 -3.04
H -1.33 -1.94 -2.31
H 0.02 2.41 0.00
O -1.64 1.72 -4.04
H -1.46 2.46 3.25
H 0.88 3.56 -2.65
H 3.18 -2.20 -1.12
H 1.14 -0.52 0.29
C -1.06 -1.48 -1.37
H 3.11 0.35 4.63
C 2.39 -0.85 -2.60
H -3.24 -1.30 1.60
H -0.01 -0.95 2.99
O -2.84 2.56 0.31
O 0.71 -4.32 2.06
H -0.76 0.68 -1.96
O 0.23 -0.01 2.72
H -1.77 -0.17 0.16
H -1.31 1.90 -4.93
O -1.82 1.70 2.80
H -2.93 0.07 2.20
```

Calculated values
charge	+1
frontier orbital gap	9.797	eV
HOMO level	-12.0	eV

=====

Which structure is the least stable? The one labeled *one*.